[1]
Here is a structure of composition C27H47BrN5O7 in a non-equilibrium geometry from OMol25. Energies are from the ωB97M-V functional and the def2-TZVPD basis.

Results
total charge: +1
gap between HOMO and LUMO: 7.04 eV
largest force on an atom: 16.21 eV Å⁻¹

Atoms and positions in Å:
Br -2.4352 3.2236 -1.5599
O -1.9862 -2.5692 4.7184
O -0.3291 2.8953 1.2147
O -0.2817 0.5595 3.2222
O -1.7077 -4.0232 -3.3541
O -0.7127 -2.0267 -2.6521
O -0.0677 3.1021 -5.8999
O 0.4238 2.9113 -4.6357
N 2.9380 2.1758 -2.3549
N 1.3791 2.6698 -0.5882
N 5.2692 1.4882 1.2422
N -1.1470 -3.2835 3.3196
N -1.0555 0.6425 -0.8692
C 0.5497 -4.8506 1.9198
C -1.4887 -1.2077 -3.5716
C 2.0733 1.5262 -1.3176
C -0.4632 3.0578 2.6430
C -3.9428 -4.0524 5.4907
C -1.2362 0.3754 -3.4728
C -2.3333 -0.0592 -0.7554
C 4.3732 -1.0288 0.9353
C 1.1110 0.4993 -2.0886
C 3.1595 -0.7843 -3.3292
C -0.6450 2.5952 -2.2914
C 4.1951 1.7529 0.3490
C 5.2814 0.0804 1.4496
C -0.6175 -0.4345 4.2459
C 0.9645 2.3895 0.8284
C -1.3721 -3.2735 -2.4178
C -0.4782 0.9516 -2.1930
C -3.1195 -3.3990 4.2503
C 0.4113 3.4391 -1.4393
C 1.7328 0.0052 -3.5223
C -1.8479 -1.3814 3.8416
C -2.9777 0.3096 0.7114
C 3.1810 0.8327 -0.3329
C 3.2227 -0.6830 -0.0232
C -0.3935 -3.9763 2.6976
C -1.0310 1.7809 3.4306
C -0.6830 3.2089 -3.7623
H -0.4150 0.2393 -0.1803
H 1.0684 4.0053 -2.2173
H -3.2588 -4.5461 6.2627
H -2.8780 -0.6024 1.3917
H 2.5253 -1.4556 -0.4716
H -3.1555 0.2066 -1.5115
H 2.1481 3.3737 -0.4624
H 0.1003 -5.8326 1.7603
H -0.7240 4.3676 -3.6451
H 3.9921 -0.1044 -2.9444
H 0.4752 3.4112 3.1965
H -0.1029 4.3185 -0.8834
H 3.4647 -1.2025 -4.3635
H 3.0352 -1.6699 -2.6009
H -0.7296 0.6226 -4.4888
H -4.6238 -3.2358 5.9479
H 2.4153 2.5969 -3.1297
H 6.1470 -0.2712 2.1382
H 1.8652 0.8525 -4.2756
H 4.5442 -2.1156 1.2580
H 1.7297 2.8600 1.5693
H -1.2500 3.8994 2.7977
H -2.2036 -1.2156 -0.7254
H -0.9819 2.0553 4.5614
H -2.6263 -1.3764 -3.4032
H 1.0061 -0.5295 -1.5542
H 1.1069 -0.8001 -4.0385
H 0.9450 1.2702 1.1217
H -1.2937 -1.5988 -4.6456
H -2.4315 1.2451 1.0752
H 4.1230 2.8816 0.0760
H -0.8587 0.0266 5.2659
H -2.8634 -0.8199 3.9338
H -4.0951 0.5757 0.5522
H -2.2683 0.9070 -3.5237
H -3.8890 -2.7866 3.6436
H -4.6728 -4.8816 5.1290
H 0.2962 -1.1269 4.4151
H 3.5701 2.8947 -1.9918
H 1.4847 -4.9728 2.4703
H -2.7925 -4.2738 3.5942
H -1.6757 -1.7825 2.7843
H 0.5212 2.5251 -6.4557
H 0.7644 -4.3958 0.9507
H -2.1561 1.6271 3.2124
H -1.6575 2.9495 -4.3382
H -1.6379 -3.5544 -1.3370

Atoms 1-6, force components in eV/Å:
0.8 -0.6 -0.6
-4.9 4.0 4.2
1.4 0.2 -0.4
-1.0 0.3 1.1
1.2 2.8 3.4
-1.6 -1.2 0.9



[2]
Here is a cluster of 5 separate species, C27H47ClO13S6 in total in a non-equilibrium geometry from OMol25. Energies are from the ωB97M-V functional and the def2-TZVPD basis.

Results
structure (SMILES): O=C1OC(=O)C(CCCCS(=O)(=O)Cl)=C1CCCS.O=S1(=O)CCCC1.O=S1(=O)CCCC1.O=S1(=O)CCCC1.O=S1(=O)CCCC1
gap between HOMO and LUMO: 6.85 eV
largest force on an atom: 9.38 eV Å⁻¹

Atoms and positions in Å:
Cl -3.3165 -6.8568 4.6984
S -1.4995 0.9322 1.4449
S -4.3650 0.3646 -0.9773
S 2.5686 5.0664 -5.7208
S 1.0450 -1.9275 -0.3264
S -1.6455 -5.6881 5.2286
S 4.1536 0.6668 -4.1365
O -3.8811 1.7180 6.1249
O -0.2083 -2.5721 -0.6579
O -3.6328 1.4826 -0.4205
O -2.3995 -0.8946 9.9844
O -2.0121 -4.2097 4.9486
O 3.9148 -0.5527 -3.3906
O -3.7855 0.0565 8.0379
O 4.8858 1.7848 -3.5796
O -4.6039 -0.8548 -0.2315
O 1.7382 4.0346 -6.3092
O 4.0143 5.0318 -5.7920
O 1.1083 -0.5770 0.1958
O -0.4172 -6.0631 4.3462
C -3.3889 0.6372 6.7402
C 4.8642 0.2558 -5.7233
C 2.0924 5.2842 -4.0174
C -1.8076 -1.1305 7.3423
C -0.1582 0.1854 2.5747
C -2.6599 -0.6576 8.6953
C 3.7890 0.5608 -6.7649
C -1.1676 -6.0541 7.0037
C 3.3013 -2.9578 -1.2751
C -5.9198 0.9657 -1.6074
C 1.3758 7.3506 -5.0787
C 2.7660 -3.8891 -0.1885
C -5.6126 1.3706 -3.0414
C -0.6787 -2.3275 7.3505
C 1.9650 -3.0044 0.7551
C 2.0098 6.6656 -6.2882
C 2.9060 1.6728 -6.2006
C -4.7297 0.2586 -3.6057
C 2.5988 1.2679 -4.7665
C -0.2086 -4.9108 7.7063
C -1.7802 -0.4287 4.5657
C -1.1062 -3.6410 8.2342
C 2.1446 -2.0682 -1.7274
C -0.4980 0.5289 4.1758
C 2.0543 6.7933 -3.8282
C -3.6545 -0.0464 -2.5641
C -2.2315 -0.3613 6.1404
H 2.8798 7.2194 -6.6514
H -5.3383 -0.6369 -3.7808
H -0.7704 -3.4113 9.3544
H 2.1129 -4.6460 -0.6391
H -4.2824 0.5436 -4.5631
H 3.5738 -4.4080 0.3358
H 0.3038 7.1214 -5.0448
H 1.2809 -3.5660 1.3936
H 1.0981 4.8460 -3.8893
H -0.7142 1.6805 4.2360
H -2.7689 0.4132 1.7939
H 3.1804 -0.3347 -6.9399
H 0.4914 0.2777 4.7582
H -1.5449 -1.5390 4.2777
H -2.2502 -3.8908 8.2333
H -6.5274 1.4997 -3.6273
H -2.0972 -6.1902 7.7303
H -2.7677 0.5766 -2.7100
H 1.4769 8.4385 -5.1432
H -2.6996 -0.0566 3.9293
H 2.4919 -1.0734 -2.0179
H -0.5532 -7.0561 6.9988
H -6.6356 0.1387 -1.5764
H 1.9913 1.8018 -6.7864
H 4.1041 -2.3364 -0.8598
H 3.7216 -3.5173 -2.1167
H -3.3733 -1.1025 -2.5736
H 2.2423 2.0970 -4.1530
H 3.0744 7.1885 -3.7538
H 5.1454 -0.8003 -5.7327
H 1.8831 0.4409 -4.7356
H 3.4540 2.6225 -6.2136
H 5.7509 0.8788 -5.8691
H 1.5877 -2.5237 -2.5509
H 2.6248 -2.3811 1.3659
H 2.8098 4.7870 -3.3623
H -5.0646 2.3203 -3.0544
H -6.2763 1.7948 -0.9938
H 0.6985 -4.5670 7.0488
H -0.4013 -2.6058 6.2468
H 1.2886 6.5318 -7.0985
H 4.2363 0.8458 -7.7223
H -0.3211 -0.9936 2.4868
H 1.5166 7.0706 -2.9167
H 0.2846 -1.8657 7.8780
H 0.2426 -5.4234 8.6823
H 0.9130 0.5287 2.2521

Atoms 1-6, force components in eV/Å:
1.1 0.6 0.7
0.3 -0.2 0.3
0.0 -0.4 0.4
-0.2 0.1 0.1
0.1 0.2 0.0
4.0 4.2 -4.4



[3]
Here is a cluster of 2 separate species, C27H47FN4O6S in total in a non-equilibrium geometry from OMol25. Energies are from the ωB97M-V functional and the def2-TZVPD basis.

Results
gap between HOMO and LUMO: 2.95 eV
largest force on an atom: 7.93 eV Å⁻¹

Atoms and positions in Å:
S -1.2141 2.6979 -0.5439
F -2.3687 2.2115 0.5625
O 3.5096 -3.3852 -2.4488
O -1.0246 4.1904 -0.3213
O 2.5556 -1.5283 -2.2988
O -5.1338 2.9482 -1.9214
O 1.2406 -4.2360 2.8025
O -1.7390 2.5691 -1.9656
N 2.1256 1.0931 -1.7922
N 3.2960 2.0901 1.0819
N 5.7767 2.5139 -4.3064
N 2.4217 -2.9037 -2.4765
C 5.9448 1.4800 -3.3531
C -5.1522 0.4970 -0.3838
C 0.7463 -1.1482 2.1905
C 0.6683 0.3737 -0.0235
C 2.2386 0.3076 -0.5205
C -1.7348 -0.7212 -0.7396
C 1.0617 -6.4669 2.1289
C 1.4412 2.4207 -1.4624
C 4.7453 0.9791 -2.5174
C 3.3048 1.5200 -2.5891
C -4.9268 -0.5279 0.8378
C 0.8539 -1.2805 3.6140
C 1.3291 -5.4840 3.2853
C 4.4555 3.0072 -4.4369
C -5.0850 4.2492 -2.5798
C -2.3618 -1.0761 0.7247
C 0.2370 -5.6630 4.3574
C -0.1365 -0.7574 -0.7934
C 2.7466 -1.2009 -0.8950
C 3.3623 0.6949 0.5689
C -6.1400 1.6840 0.0717
C 0.4463 1.9415 -0.2932
C 0.5095 0.3098 1.5966
C 4.2327 2.1815 2.2447
C -3.8664 -1.6931 0.5357
C 3.1641 2.6453 -3.6888
C -6.2225 2.9080 -0.9641
H 0.1463 -1.7969 -0.3716
H -4.3594 4.9770 -2.0691
H 0.8343 -2.1210 1.6048
H -5.9063 2.0404 1.1311
H -5.5765 -0.0956 -1.2602
H -2.2303 0.1807 -1.2285
H -6.1261 4.7248 -2.6844
H 5.2855 1.8630 1.8786
H 0.1402 -0.8209 -1.9178
H 2.2733 -5.8205 3.7560
H 3.8782 -1.3308 -0.6901
H 1.8287 -6.3849 1.3508
H 1.4707 0.7447 -2.5317
H 1.1931 1.0368 2.1424
H 4.2723 3.2330 2.6839
H -2.0718 -1.6224 -1.3879
H -6.1814 3.8787 -0.3591
H -4.6611 0.0107 1.8266
H -0.5699 0.6772 1.8063
H 4.9844 0.1199 -1.7896
H 4.3309 3.8232 -5.2425
H 0.2428 -6.6912 4.7452
H 3.6289 2.7127 0.3213
H 0.4009 -4.9932 5.2091
H 0.8132 2.5186 0.6412
H 0.7825 2.8528 -2.2879
H -2.4975 -0.1579 1.3848
H -5.9438 -1.0495 1.0224
H -4.6749 4.0629 -3.6383
H -4.1574 0.9713 -0.6752
H -4.0078 -2.5122 1.3264
H 6.9862 1.0351 -3.2174
H 3.1966 -0.0013 1.4800
H 0.2181 -0.5492 4.2386
H -3.9715 -2.1639 -0.4993
H 4.4361 0.5063 0.2300
H 1.0762 -7.5035 2.4934
H 2.1878 3.1616 -3.9498
H -0.7673 -5.4692 3.9641
H 2.2575 -1.9950 -0.2088
H 0.0855 -6.3004 1.6596
H 3.9267 1.4283 3.0568
H -7.1982 1.2150 0.1012
H 2.1573 3.2593 -1.1674
H -7.2174 2.8441 -1.5253
H 1.5103 -2.0758 4.1022
H -1.7337 -1.8641 1.2570

Atoms 1-6, force components in eV/Å:
-2.6 6.2 -4.2
2.5 0.2 -1.7
-2.2 0.1 -0.1
0.1 -4.7 0.8
-0.9 2.4 0.9
-0.8 1.1 0.3



no.,HOMO energy (Ha)
1,-0.3651
2,-0.2906
3,-0.1804